(1)
C4H6O2 | ωB97M-V with the def2-TZVPD basis set

The value obtained for the molar mass is 86.09 g/mol. The calculation puts the HOMO-LUMO gap at 0.3437 Eh. Its multiplicity is 1. Its SMILES is O=C=CO.C=C. The charge is 0.

```
12
Properties=species:S:1:pos:R:3:forces:R:3
O -1.1806 -1.2791 1.3072 0.44 0.00 -0.93
O -0.2332 -2.4291 -1.7269 -0.22 -0.06 -0.12
C -0.2115 -1.2505 -0.9911 0.04 0.23 0.27
C 1.0635 1.1820 0.9943 -0.13 0.10 -0.05
C -0.0329 1.8246 0.6018 0.14 -0.06 0.07
C -0.7090 -1.2476 0.2368 -0.34 -0.02 0.65
H 0.2924 -0.3691 -1.3725 -0.11 -0.19 0.11
H 1.9964 1.2472 0.4379 -0.16 0.02 0.09
H -0.9633 1.7545 1.1620 0.17 0.01 -0.09
H -1.0474 -2.4403 -2.2460 0.16 -0.05 0.01
H -0.0459 2.4477 -0.2910 0.04 -0.11 0.16
H 1.0714 0.5597 1.8876 -0.02 0.13 -0.16
```
Positions in Å, forces in eV/Å.

Löwdin analysis output, partial charges in e: 0.160 -0.032 -0.202 -0.087 -0.084 -0.176 0.101 0.056 0.056 0.096 0.054 0.058

=====

(2)
C16H34ClN2O5P2S | ωB97M-V with the def2-TZVPD basis set

The value obtained for the molar mass is 463.92 g/mol. The calculation puts the HOMO-LUMO gap at 0.2839 Eh. Its multiplicity is 1. The charge is +1.

```
61
Properties=species:S:1:pos:R:3:forces:R:3
Cl 2.2378 -3.5153 0.7227 0.23 0.54 0.16
S 2.5776 -1.2116 -1.8023 0.51 0.74 -0.76
P 0.1870 0.7972 -1.8589 -2.70 0.13 -0.41
P 0.9945 -2.0292 1.4922 -1.53 -0.60 0.20
O -3.3155 -2.3162 0.3304 -0.57 -0.13 -0.06
O -1.1493 -2.1128 -0.9199 0.35 -0.21 -0.16
O -5.1157 -0.2188 0.2740 0.29 0.30 0.35
O 1.8464 -1.4786 2.7752 0.61 -0.27 -0.48
O 5.4026 -0.7955 -1.5068 0.35 0.28 0.39
N -1.3566 0.9889 -1.6161 0.87 -0.54 0.29
N 2.5169 0.0417 0.3618 0.78 0.34 0.72
C -5.0707 2.0286 -0.6541 -0.64 0.00 0.61
C -3.5309 -2.6272 -1.0313 0.59 -0.30 0.33
C 2.9146 0.9181 1.4887 -0.15 0.89 -0.54
C 0.8519 -0.8022 -1.2144 2.35 -0.11 0.96
C 2.9747 2.3948 1.0098 -0.24 -0.50 0.59
C -4.9097 -0.9579 1.4555 0.05 -0.47 -0.02
C 6.1998 -1.6730 -0.7159 0.17 -0.54 -0.28
C 1.4965 4.4091 0.8055 -0.33 -0.12 0.70
C 2.0198 3.3333 1.7730 0.64 0.68 -1.20
C 1.1701 -0.5604 0.2862 0.52 0.27 0.33
C -4.5487 -2.3675 1.0647 0.41 0.13 -0.40
C 3.3412 -0.2169 -0.5931 -1.48 -0.94 -0.54
C -5.3213 1.1568 0.5791 -0.16 0.08 -0.42
C -2.2343 -2.3618 -1.8166 -0.82 0.35 0.44
C 4.7603 0.2065 -0.7571 0.18 -0.43 -0.63
C 0.0763 -2.0545 -1.6026 -1.14 0.29 -0.39
H -6.3497 1.2607 0.9309 -0.08 0.14 0.11
H -5.7920 -0.9555 2.1050 -0.10 0.07 0.01
H -5.3291 -2.8013 0.4409 -0.16 -0.04 -0.01
H -4.3360 -2.0293 -1.4537 -0.09 0.14 -0.01
H 0.8797 1.8593 -1.2275 0.76 -0.39 -0.38
H 4.7817 1.1061 -1.3738 -0.17 0.24 0.12
H -4.0617 -0.5535 2.0141 0.03 0.21 0.12
H 1.1799 2.8017 2.2082 0.02 -0.10 0.26
H -2.3943 -1.4550 -2.4013 0.22 -0.05 -0.35
H 5.6051 -2.4640 -0.2565 -0.19 0.10 0.19
H -2.0429 -3.2206 -2.4582 0.27 0.03 -0.13
H 5.2576 0.4143 0.1882 -0.02 0.01 0.15
H -4.4018 -3.0223 1.9216 -0.02 0.11 0.21
H 0.5357 0.2398 0.6763 -0.52 -0.35 0.26
H 6.8946 -2.1612 -1.3899 0.04 0.01 -0.17
H 0.6552 -2.9655 -1.4464 0.17 0.04 0.20
H -4.6666 1.4916 1.3855 0.16 -0.28 0.17
H 0.6722 4.0393 0.1994 0.03 -0.09 -0.22
H 2.2878 4.7925 0.1688 0.08 0.07 -0.08
H 6.7923 -1.1494 0.0325 -0.11 0.19 0.09
H 4.0085 2.7168 1.1057 0.05 0.30 -0.01
H -4.6756 1.4355 -1.4694 0.14 0.02 -0.12
H 2.2050 0.8206 2.2980 -0.14 -0.25 -0.03
H 1.1021 5.2258 1.4034 -0.08 0.25 -0.15
H 2.7302 2.4636 -0.0479 0.00 -0.21 -0.18
H -1.7509 0.1947 -1.1152 -0.31 0.27 0.02
H -0.1086 -1.9848 -2.6785 0.13 -0.01 -0.18
H -6.0116 2.4906 -0.9386 -0.04 -0.02 -0.39
H -4.4039 2.8428 -0.3953 0.32 0.01 -0.18
H 2.5547 -2.0970 3.0254 -0.18 0.26 0.09
H 3.8831 0.5971 1.8551 0.05 -0.25 0.05
H 0.4484 0.8303 -3.2470 0.77 0.06 0.25
H 2.5935 3.8751 2.5169 -0.13 -0.28 0.55
H -3.8103 -3.6811 -1.1180 -0.02 -0.10 -0.04
```
Positions in Å, forces in eV/Å.

Löwdin analysis output, partial charges in e: 0.273 1.092 0.757 0.701 -0.141 -0.170 -0.149 -0.349 -0.195 -0.254 -0.104 -0.057 -0.180 -0.104 -0.693 -0.170 -0.212 -0.062 -0.103 -0.232 -0.439 -0.165 -0.430 -0.263 -0.152 -0.178 -0.312 0.118 0.133 0.126 0.123 0.008 0.157 0.125 0.106 0.115 0.089 0.130 0.132 0.129 0.122 0.100 0.085 0.110 0.066 0.078 0.096 0.118 0.069 0.108 0.076 0.086 -0.029 0.130 0.068 0.067 0.062 0.126 0.026 0.109 0.126

=====

(3)
C3H3F2NO2 | ωB97M-V with the def2-TZVPD basis set

The value obtained for the molar mass is 123.06 g/mol. The calculation puts the HOMO-LUMO gap at 0.4296 Eh. Its multiplicity is 1. Its SMILES is C=NOC(=O)C(F)F. The charge is 0.

```
11
Properties=species:S:1:pos:R:3:forces:R:3
F 1.3932 -1.4668 -0.3774 0.16 0.06 0.07
F 2.5106 0.3913 0.0300 0.13 -0.07 -0.10
O -0.9099 -0.3023 0.1626 0.33 0.17 -0.04
O 0.1806 1.6708 -0.2202 0.01 -0.24 0.03
N -2.1341 0.3762 -0.0401 -0.18 -0.46 0.07
C -3.0717 -0.4738 0.0073 0.89 -0.46 0.16
C 0.1755 0.5115 0.0383 -0.40 0.18 -0.02
C 1.4211 -0.3216 0.3546 -0.15 0.08 -0.17
H -2.9343 -1.5558 0.1687 0.09 0.57 -0.08
H -4.0424 -0.0734 -0.1122 -0.90 0.33 -0.14
H 1.4665 -0.5699 1.4102 0.02 -0.17 0.21
```
Positions in Å, forces in eV/Å.

Löwdin analysis output, partial charges in e: 0.079 0.097 -0.031 0.172 0.047 0.017 -0.405 -0.309 0.101 0.067 0.164

=====

(4)
C14H21O11Pt2 | ωB97M-V with the def2-TZVPD basis set

The value obtained for the molar mass is 755.47 g/mol. The calculation puts the HOMO-LUMO gap (alpha / beta) at 0.2378 / 0.0977 Eh. The expectation value of S² is 6.011. Its multiplicity is 5. The charge is +3.

```
48
Properties=species:S:1:pos:R:3:forces:R:3
Pt -1.7493 4.0125 1.9142 0.35 -0.99 -1.32
Pt 1.8523 4.2587 -0.2642 -1.08 -0.94 -0.27
O -3.0921 -4.9917 1.9265 -5.03 2.87 -0.76
O -4.9488 -3.6274 1.7959 -0.59 0.28 0.18
O 7.3711 -0.8896 3.0505 2.63 -0.45 1.64
O -4.0532 1.0232 -2.7542 0.19 1.55 0.70
O 5.2198 -1.3086 2.6485 0.21 -1.70 2.13
O -1.2322 2.4439 0.3406 -4.34 2.64 3.74
O 0.6709 2.5353 -0.6289 3.25 0.54 -0.50
O 6.2997 -0.0959 1.2569 3.33 0.48 0.47
O -2.8045 -2.7763 1.8410 -3.47 0.57 0.26
O -4.1156 3.2818 -2.2188 -1.90 1.47 0.72
O -2.3600 2.4166 -2.9888 2.25 -2.64 -1.31
C -1.1089 -5.7648 0.8535 0.10 -0.37 0.26
C 6.3535 -0.8359 2.3693 -3.95 2.82 -4.90
C -1.5380 -3.2738 1.4523 0.97 -2.41 0.09
C -3.3163 4.4839 -2.6024 0.19 -2.20 -0.58
C 5.0265 -0.0548 0.6323 -2.35 -1.10 1.23
C 4.2557 -0.8794 1.7078 -3.54 0.36 -1.86
C -1.7206 -4.7520 1.8285 2.98 -0.97 -0.48
C -1.3207 4.0791 -4.2177 -0.13 -0.43 -0.13
C -3.7120 -3.7687 1.8615 5.55 -1.97 0.01
C 3.1163 -0.0875 2.4033 0.56 0.19 -0.28
C -0.2692 1.8915 -0.1130 0.62 -0.71 -0.88
C -3.5653 2.1231 -2.6605 -2.07 -0.48 0.22
C -0.3338 0.4011 -0.2462 1.19 0.12 -0.92
C -2.0523 3.7368 -2.8791 4.08 1.71 -1.51
H -0.5710 3.3502 -4.5256 0.02 -0.55 0.74
H -1.4277 -4.9441 2.8607 0.73 0.20 -0.07
H 3.8192 -1.7512 1.2206 0.32 -0.34 0.37
H 2.3851 -0.6309 3.0017 0.74 -0.45 0.37
H -1.2833 3.7544 -2.1068 -0.15 0.63 0.57
H -1.1961 -0.1057 0.1871 0.16 0.47 0.04
H -3.6537 4.8838 -3.5586 -0.65 0.14 0.35
H -0.9667 -6.7237 1.3518 -0.32 -0.03 -0.05
H 2.4511 0.3741 1.6736 0.43 0.11 -0.53
H 3.5916 0.7189 2.9618 -0.29 0.05 0.29
H -0.1139 -5.5260 0.4779 0.01 0.57 0.24
H -1.3285 -3.0888 0.3988 -0.40 0.01 -0.02
H -0.6856 -2.9609 2.0553 -0.58 0.93 0.19
H 4.4968 0.8885 0.4990 1.13 0.84 0.85
H 0.6339 0.0344 0.0959 -0.13 -0.39 0.15
H -1.7323 -5.9089 -0.0289 -0.18 0.08 0.10
H 4.9468 -0.4221 -0.3909 1.07 -0.87 0.25
H -2.0485 3.9425 -5.0175 -0.13 0.72 -0.13
H -3.1568 5.2588 -1.8526 -0.80 -0.38 0.24
H -0.3035 0.2831 -1.3294 -0.22 -0.49 -0.13
H -0.7300 4.9928 -4.2830 -0.77 0.48 0.22
```
Positions in Å, forces in eV/Å.

Löwdin analysis output, partial charges in e: 0.840 0.806 0.165 0.515 0.548 0.157 0.216 -0.063 -0.157 0.161 0.141 0.066 0.089 0.018 -0.410 -0.045 -0.009 -0.016 -0.237 -0.302 0.003 -0.285 0.012 -0.755 -0.588 0.043 -0.372 0.082 0.174 0.166 0.095 0.120 0.093 0.142 0.103 0.068 0.105 0.098 0.152 0.153 0.139 0.070 0.108 0.157 0.097 0.137 0.113 0.087

=====

Number 1: calculated total energy -8337.498 eV. Number 2: calculated total energy -72287.238 eV. Number 3: calculated total energy -14177.585 eV. Number 4: calculated total energy -43832.588 eV.